Entry 1:
Entry from the Open Molecules 2025 dataset: 11 unconnected molecules or ions with the total composition C36H54Br20F22NS2 (wB97M-V/def2-TZVPD).

Properties
Charge   +1
Kohn-Sham gap   5.947 eV
Total energy   -1521975.4484 eV
HOMO   -10.79 eV

```
135
Properties=species:S:1:pos:R:3:forces:R:3
C -12.6089 -2.2371 3.8138 0.1414 -0.1072 0.2269
F 7.4493 -0.1442 2.5717 -1.7589 -1.7208 -4.5554
F 4.9667 -1.4367 -0.9231 -0.2597 -1.5647 4.1546
C -6.2298 -3.7576 1.2384 0.0951 -0.0292 -0.4022
H 8.7681 10.3608 9.4042 0.1538 -0.1281 -0.1030
Br 11.2511 7.9915 7.6785 0.1015 0.0346 0.1447
C 9.7501 7.4197 3.7222 0.1240 0.0309 0.2945
H 9.4881 6.5978 3.0505 -0.0095 0.3406 0.0327
C -0.8320 1.2382 -1.3272 -0.6613 -0.3853 0.4804
H 7.9368 -3.1193 -4.1728 -0.2427 -0.1212 0.0681
Br 8.1973 4.0908 2.1881 0.0238 0.0577 0.0890
C 2.1601 1.4681 -2.2448 1.8309 2.6194 -5.7352
C 7.2442 -3.9492 -4.0127 0.0942 -0.3245 -0.0939
H -14.3165 -1.3904 4.8907 0.1900 -0.0689 -0.2140
C -6.4010 -5.0811 1.9476 0.0968 -0.0201 0.2904
C 9.6213 3.7973 3.4888 0.1586 -0.0799 -0.2582
H -9.3058 -3.2345 -7.4620 0.1215 0.1240 0.1724
H -3.5789 4.7261 -4.0939 0.1725 0.0133 0.1874
H 10.3585 2.2123 4.7488 -0.1405 0.1089 -0.1382
H 10.6585 7.1582 4.2731 -0.1029 0.1366 -0.0757
F -0.9302 -1.1373 -0.1895 -1.7092 2.2711 -3.3078
C 5.8752 -3.5090 -3.5480 0.0675 0.0615 0.3007
H 9.1881 1.6518 3.5261 0.0713 0.2922 0.0824
C 9.4501 2.4738 4.1979 0.0906 -0.0394 0.2811
H -9.2516 -10.6096 -1.6293 -0.0002 0.2758 0.1015
H -8.9269 -7.7964 -0.3648 -0.0162 -0.2589 -0.0807
H 1.6402 -0.4063 1.5665 2.5356 -0.2616 -0.7438
C -8.6115 -8.8309 -0.5252 0.2100 -0.1300 0.1425
F -3.3149 0.6433 -2.6732 1.5214 -3.8053 3.0926
C 3.5792 1.3308 -4.7629 -2.1179 1.9636 2.2472
F -4.7431 1.1534 -0.9260 0.9615 -2.8709 2.1477
Br 10.9805 11.4063 9.0538 -0.0816 -0.0704 -0.1093
H -12.2141 -2.2898 2.7955 -0.1929 0.0525 0.2012
H -8.3451 -9.2788 0.4367 -0.1183 0.0458 -0.1887
F 9.2104 -1.9044 1.3619 -2.3658 1.9128 -2.5912
C -2.7284 4.4738 -3.4527 -0.0902 0.0393 -0.3111
F 2.7751 -2.7493 1.9694 1.9619 2.6699 -3.6697
C -9.6485 -9.6715 -1.2336 -0.2913 0.0405 0.1108
F -3.2127 -1.7300 -2.4270 0.7306 4.2691 2.7411
C 4.7727 -2.1047 0.3835 -0.6706 -3.3124 -2.2232
Br -1.3949 3.7152 -4.6577 -0.0449 -0.0917 0.1967
C 6.9377 -0.5839 1.2170 -1.2326 3.4829 3.9786
C -8.5678 -2.9645 -6.7001 -0.0423 -0.0907 -0.2792
H 5.9134 -3.1655 -2.5100 0.0419 -0.0883 -0.2283
F 9.8354 -1.0924 -0.7896 -3.0805 0.1506 2.0773
H -9.7384 -1.2645 -6.0814 0.1794 -0.1160 -0.0551
C -2.1999 5.7085 -2.7598 -0.2737 0.0608 0.0253
H 9.2443 7.9801 9.1216 0.1280 0.1897 -0.0280
F -5.3599 -0.2359 0.9737 2.7533 -0.2426 -2.6209
C 2.8469 0.7746 0.0406 1.8293 0.8670 1.4810
H -6.6629 -5.9031 1.2758 0.0631 0.2892 0.0725
H -11.7958 -1.9877 4.5021 -0.1842 0.0106 -0.1095
H -0.6292 1.5190 -2.4482 -0.2965 -0.5384 2.2375
Br -6.8365 -3.3282 -7.5224 -0.0611 -0.0212 0.1099
H 10.6409 8.6343 10.0152 -0.1141 0.1201 -0.2452
H -5.3051 -3.7513 0.6526 -0.1832 -0.1072 0.1718
F 9.1769 0.4844 0.8763 -1.5820 -3.1155 -1.3774
F 5.2563 -1.4488 2.8321 1.6595 -0.9685 -4.4848
H 1.8935 4.8064 -4.3630 0.7190 -2.6972 0.8672
Br -7.6538 -3.4641 -0.0623 0.1476 0.0899 0.1242
H -12.0626 -6.2943 -0.7178 0.0796 0.1615 -0.1364
C 9.5910 10.0736 8.7428 -0.0437 0.2072 0.1956
F -5.3725 -1.1243 -1.2652 2.8068 1.4730 2.5019
H 0.6577 2.5957 -0.1276 -0.2028 -2.6745 -0.8181
Br -13.1556 -4.0428 4.3075 0.0564 0.0857 -0.1101
H -5.4926 -5.3426 2.4984 -0.1398 0.0826 -0.1319
C 2.7813 -0.3524 1.2174 -1.1541 0.6137 0.3155
C -11.8439 -5.2600 -0.9995 -0.0247 -0.1406 0.1930
H 3.8409 0.8208 -0.5738 -1.9110 -0.4247 1.2611
H -10.4885 -9.8899 -0.5666 0.2120 0.0722 -0.0889
H -3.0133 6.2529 -2.2708 0.1546 -0.1482 -0.0703
Br -10.7586 -3.4353 -2.9272 0.1455 -0.0067 0.0717
C -1.3995 -0.3359 -1.3554 2.8698 -0.2892 -1.0575
C 9.9213 8.7432 3.0131 0.1193 -0.0006 -0.2988
C 10.0815 8.6839 9.0779 -0.2023 -0.2348 -0.1498
H 0.1820 0.9809 0.7206 0.9374 0.6294 -2.3339
F 7.7735 0.1218 -1.0309 1.5538 -2.5566 2.1090
H -11.1827 -5.8702 -2.9584 0.0455 0.1541 0.2576
H 5.1138 -4.2882 -3.6408 0.2540 0.1655 -0.0607
Br -10.4340 -8.7060 -2.7358 0.0854 -0.1799 0.0225
N 1.7052 0.7601 -0.9510 -0.5265 1.3735 -0.7583
F 6.2516 0.6497 0.6790 1.6865 -4.5384 2.0535
H 9.6189 4.6562 4.1643 -0.0840 -0.2982 -0.0230
C 3.1080 0.6163 -3.3261 -1.1853 3.7304 -0.8630
H -3.0231 3.6799 -2.7621 0.0594 0.2347 -0.0941
H -8.6661 -3.6430 -5.8492 0.0180 0.2654 -0.1203
H 4.2329 0.7282 -5.5345 -1.4944 1.1980 1.9302
Br 7.1366 -4.9345 -5.6929 0.0312 0.1671 0.1089
H 7.6854 -4.6526 -3.2993 -0.1653 0.1754 -0.0729
S -4.1684 -0.3574 -0.2582 -5.5393 0.8742 1.4102
C -10.8555 -5.2185 -2.1421 -0.1885 -0.0333 -0.2881
C 0.4652 1.4371 -0.3344 -2.1852 0.7042 0.4057
F 6.5922 -3.1208 1.8535 -1.9113 4.8839 -1.4646
S 8.4349 -0.9335 0.1855 4.7579 1.8859 -3.2689
F 2.3857 -2.3459 -0.3389 2.4857 1.6298 3.1226
C 1.7528 3.0004 -2.6611 1.7702 -1.7262 -2.0096
Br 8.4973 9.0367 1.7124 0.0492 0.0312 0.1260
H 3.4349 3.3974 -6.2016 -0.5257 -1.3654 2.2618
F -3.7054 -1.8607 0.4169 -0.4540 3.4608 -1.6218
F -0.6897 -0.9460 -2.5447 -1.9875 1.3990 3.4215
Br -6.9441 -8.7685 -1.5349 -0.0939 0.1181 0.0457
H -6.2322 -2.8987 1.9139 -0.0382 -0.2695 -0.0594
C -13.7514 -1.2594 3.9647 -0.0068 0.2544 -0.1876
C 3.1465 2.8782 -5.1886 -1.8277 -1.7216 4.8242
H 10.5460 3.8036 2.9030 -0.1678 -0.0689 0.1313
Br 8.0481 2.5739 5.5500 0.0160 -0.0726 -0.1515
H 9.9189 9.6021 3.6886 -0.0264 -0.2856 -0.0796
H 1.0737 3.6736 -1.9774 1.5107 -1.5764 -1.5578
Br -0.9682 5.2384 -1.3226 0.0123 0.0843 0.0659
H 2.7725 1.8310 0.5946 0.1257 -2.3401 -1.2987
H 10.8460 8.7496 2.4273 -0.1725 -0.0584 0.1598
Br -15.0215 -1.4251 2.4933 0.0232 -0.0198 0.1424
H -1.6652 6.3872 -3.4298 -0.1120 -0.2534 0.1393
H -13.3864 -0.2289 3.9094 -0.0087 -0.2371 0.0144
Br -7.6910 -1.1002 -4.7061 0.0225 0.0414 -0.0883
C -8.6997 -1.5064 -6.3251 -0.1870 0.0622 0.1800
Br -7.8030 -4.9810 3.2996 0.0092 -0.0570 -0.1389
C 3.2207 -1.8651 0.8266 -2.5745 -1.0147 0.5142
C -2.9906 -0.4560 -1.6915 1.1130 -1.2882 -4.9777
H 3.3488 0.1113 2.1599 -0.9091 -1.4976 -2.2073
F 4.8738 -3.5839 0.0780 -0.2688 4.7227 0.8423
H -8.3447 -0.8243 -7.1024 -0.0485 -0.2692 0.1548
H -1.6936 1.9176 -0.9206 1.6902 -1.2530 -0.7349
Br -11.0995 -4.4431 0.6074 -0.1723 -0.0565 -0.0596
H -9.8396 -5.4939 -1.8486 -0.2468 0.0662 0.0022
Br 5.2445 -1.9713 -4.5684 -0.0118 -0.1383 -0.0039
Br 8.3481 7.5199 5.0743 -0.0360 -0.1343 -0.1774
F 7.7593 -2.2452 -0.6634 1.0375 2.3172 2.2803
F -3.1279 0.5653 0.7338 -1.4528 -2.1908 -1.9463
C 5.9116 -1.8131 1.5153 -0.1820 -1.7995 3.3461
H 9.2709 10.1822 7.7030 0.1179 -0.1453 0.2452
H -12.7813 -4.7410 -1.2171 0.2857 -0.1044 -0.0342
H 3.4376 -0.4845 -3.0681 -0.6807 2.4505 -0.7269
C 2.2340 3.7006 -4.0988 1.3491 -3.8465 0.3126
H 1.3837 -0.1836 -1.2537 0.6078 0.2961 0.3996
```
Forces are in eV/Å.

Results of the Mulliken charge analysis, in e, for atoms 1 through 8:
1 C -0.4912
2 F -0.2335
3 F -0.0617
4 C -0.5604
5 H 0.3417
6 Br -0.1277
7 C -0.4577
8 H 0.1679

Entry 2:
Entry from the Open Molecules 2025 dataset: 9 unconnected molecules or ions with the total composition C36H54FIO19 (wB97M-V/def2-TZVPD).

Properties
SMILES   O=C(OI)OCCCF.O=C1CCCO1.O=C1CCCO1.O=C1CCCO1.O=C1CCCO1.O=C1CCCO1.O=C1CCCO1.O=C1CCCO1.O=C1CCCO1
Kohn-Sham gap   8.464 eV
Total energy   -87925.8184 eV
HOMO   -9.62 eV

```
111
Properties=species:S:1:pos:R:3:forces:R:3
H 5.6054 -5.2445 -4.7994 -0.0098 0.2985 -0.0864
C -0.9463 2.2234 1.9938 -0.0025 0.8431 1.0511
H -0.7025 8.7699 -0.1448 -0.2368 -0.1398 0.1824
H 4.2397 0.1720 -6.0371 -0.0787 0.3938 -0.0376
C -2.2282 0.4387 3.5624 0.2090 1.0709 -2.5934
H -1.6255 -0.4388 3.0223 -1.0542 1.8887 1.4272
H -0.2519 -0.4923 -0.2580 -0.1806 0.0060 0.0272
H 6.6721 0.0659 -4.7740 -0.2470 0.1915 0.1334
O 4.2606 1.6481 -3.2115 -0.8838 0.1494 -0.6393
O -5.8746 -4.4167 3.9807 0.0872 -0.9108 0.1009
H -1.9306 -4.1032 1.3050 -0.0064 0.3018 -0.0568
C -5.0008 -2.9130 1.3821 -0.1348 -0.3894 0.2373
H -6.9887 5.5258 1.5052 0.2475 -0.0974 -0.1931
H -5.5649 -2.7373 5.1277 -0.0466 -0.0239 -0.0635
H -4.1716 4.1439 4.1114 0.3392 0.0852 -0.2189
F 0.4771 1.7704 1.7667 -2.6746 0.5148 0.3919
C -6.3805 -5.2718 6.1108 -0.4793 0.0464 0.2403
H 3.5642 -5.6013 -3.6585 0.0054 0.0123 -0.1835
C -1.4135 1.8644 3.5593 0.2469 -0.0611 -0.5328
C 3.7591 1.5732 -4.4792 -1.4919 0.9023 -0.5780
H -7.0469 -2.7182 4.1402 0.2606 -0.1366 -0.0694
H -1.7274 7.4455 -0.7510 0.0391 0.0146 0.0708
C -0.9621 6.2466 1.7093 -0.6185 -0.9364 1.4828
C 2.5352 -4.0543 -4.7223 -0.1671 -0.4103 0.2782
O 9.9568 0.4552 -2.6522 -1.2957 -1.5648 -0.7008
O 2.6821 2.0328 -4.8211 1.4382 -0.5035 1.0112
H 5.2683 1.6467 -5.9726 -0.1571 -0.0092 -0.0490
C 5.5809 1.1072 -3.1974 0.7539 -0.1527 0.4626
H -0.6135 4.8868 0.1146 0.0484 -0.0672 0.1545
H -5.5589 -5.1214 6.8167 -0.0288 -0.1704 -0.0515
H -4.4658 -4.9589 0.8195 0.1326 0.0929 0.0918
C -7.1620 -4.0030 5.8810 -0.6803 0.3113 0.5632
C 5.6538 0.2049 -4.4013 0.6380 -0.7279 -0.3737
O -0.0127 -0.8449 -3.1662 -1.1064 -0.5526 0.3730
O -4.3341 -0.6472 1.9075 0.5721 -1.7515 -0.6546
H 0.8331 5.2137 1.1332 -0.3744 -0.2421 0.0203
C 9.2701 -2.7806 -3.8382 0.2574 -0.7591 -0.4096
H -6.3892 4.7468 3.6568 0.0539 0.1497 -0.0812
C -4.2697 4.0206 1.9675 1.3864 -1.1405 -0.3787
H -8.1755 -4.2521 5.5435 0.1485 0.0839 0.0566
O -2.7467 0.0207 4.8737 3.6341 -0.2492 2.0612
C -6.3997 -3.3440 4.7614 -0.1359 0.8663 0.0523
C -2.7910 -3.5626 0.9000 0.4108 -0.6303 -0.4954
C -4.0343 -1.7873 1.5938 -0.4472 1.6970 0.0935
H 4.8014 -4.7153 -6.2980 0.0076 0.0276 0.0814
O -0.6961 -0.7948 6.3072 -3.5034 1.9673 -2.0346
H -1.6162 0.5524 -0.7914 0.0357 -0.4398 0.1311
H 9.4761 -2.6498 -4.9075 -0.0644 -0.0547 0.1545
H 11.1755 -1.8039 -3.5348 -0.0495 0.1452 0.4148
C -0.7027 0.0392 -1.1007 -0.0662 0.5235 0.0788
H -0.2794 1.7805 -2.2722 0.1155 -0.0926 0.0423
C -4.0946 -4.1178 1.4111 -0.2080 -0.8440 0.2263
H 7.2073 -2.3266 -4.3211 -0.0166 0.2208 0.2662
C -4.2886 4.8012 3.2467 -0.3035 0.0469 0.3986
C 3.5017 -2.9286 -4.5106 -0.8579 2.0226 0.3092
O 8.1578 -0.8061 -3.2870 0.7656 0.4586 0.2748
C -0.9777 -0.9364 -2.2047 -1.0632 -1.2827 -0.0393
H -7.0282 -6.0883 6.4381 0.4374 -0.0516 0.0037
H -1.6544 1.7359 1.1914 1.7703 0.9594 1.6338
H -2.1215 2.7165 3.9917 1.6078 -1.8805 -1.1336
C -5.6575 5.4323 3.2122 -0.4624 0.2890 0.7555
O -5.3305 -6.6013 4.3833 -0.7286 1.9593 0.0547
H 9.3465 -3.8466 -3.6079 -0.0937 0.1327 -0.0546
C 9.4730 -0.6179 -2.9724 0.9432 1.9826 0.9074
C 7.9225 -2.1966 -3.5037 -0.6194 -0.5172 -0.2079
H 5.7445 0.5582 -2.2655 -0.1647 0.2700 -0.0720
H 1.8163 -0.4304 -2.3209 -0.0805 0.0191 -0.0593
H -7.2480 -3.3747 6.7715 0.0129 -0.0146 -0.1925
O -1.8495 1.2790 6.7176 0.9971 -7.6867 -4.9099
H -3.4937 5.5517 3.2193 0.0810 -0.2425 0.0430
H 7.4987 -2.6258 -2.5898 0.0006 0.0505 -0.0529
C 10.2117 -1.9205 -3.0339 0.2501 -0.3478 -0.3749
H -5.4842 -2.7908 0.4089 -0.0336 0.1387 0.1130
C -0.0596 5.6453 0.6748 0.5127 0.0817 -0.1519
O -1.4258 7.4583 1.2838 0.0018 -0.6057 0.7510
H 1.3157 0.6750 -3.6246 -0.1246 -0.3617 0.1292
H -3.1851 0.6081 2.8686 2.2444 -0.4376 1.9867
H -0.4247 1.8727 4.1849 -1.8668 -0.1951 -1.0662
H 6.2974 1.9334 -3.2531 -0.0537 -0.0528 0.0482
H -5.7438 -2.9505 2.1820 0.0492 0.2585 -0.4060
C 0.9678 0.1074 -2.7566 0.8517 0.4989 -0.2789
C 4.7450 -4.7039 -5.2044 0.4717 -0.6075 -0.3078
H 1.7922 -4.0918 -3.9224 -0.0494 0.3337 -0.3283
C 3.4414 -5.2591 -4.6933 -0.2767 -0.8665 0.1480
C -0.9417 7.7082 -0.0349 -0.0539 0.5286 -0.6233
H 0.5034 6.5827 -1.2205 -0.0615 0.1053 0.1344
O 4.7767 -3.3481 -4.7611 -0.3406 0.6537 0.3094
H 5.2477 -0.7825 -4.1501 0.0990 0.3354 -0.0578
I -0.7992 -2.5082 5.2453 0.1184 0.2229 0.2428
H -2.7346 -3.5740 -0.1935 0.0551 0.1113 0.0873
H -0.9040 3.4126 1.9170 -0.1471 -2.8953 0.0145
H 2.0518 -3.9321 -5.6956 -0.0727 0.1302 0.1483
C 4.7398 0.8913 -5.3845 0.1326 -0.5301 -0.0389
C -5.9202 5.5701 1.7354 -0.5347 0.5153 -0.1377
C -5.8137 -5.5430 4.7501 1.1002 -1.9445 -0.4941
O 3.2019 -1.7885 -4.1969 1.0174 -1.7605 -0.4477
H 0.9589 1.4620 -1.0461 -0.0628 -0.0817 -0.1337
C 0.2718 0.9877 -1.7519 0.2248 0.8129 0.3158
O -3.4737 3.1393 1.6883 -1.6771 1.2837 -0.1785
O -1.2750 5.7227 2.7656 0.2118 1.2787 -1.4127
C -1.7508 0.1630 5.9455 -0.9741 6.0748 3.8398
H -5.7151 6.3823 3.7502 -0.0390 -0.1058 -0.1329
H 3.0702 -6.1002 -5.2849 0.1413 0.1017 0.0747
H -5.5067 6.4970 1.3243 -0.0093 -0.0700 0.0147
C 0.2797 6.8390 -0.1816 0.7201 0.0501 -0.5854
O -2.7593 -2.2068 1.3433 -0.5688 0.8002 0.4273
H 10.3459 -2.3035 -2.0185 0.1091 0.1429 -0.0485
H 1.1537 7.3537 0.2358 -0.1411 -0.0537 -0.1059
O -5.2514 4.4651 1.1291 0.6452 -0.6342 0.0855
O -1.9046 -1.7289 -2.2337 1.3360 0.8156 -0.4488
H -3.9718 -4.4600 2.4459 -0.0685 0.0144 -0.2466
```
Forces are in eV/Å.

Results of the Mulliken charge analysis, in e, for atoms 1 through 8:
1 H 0.3263
2 C 1.1897
3 H 0.3198
4 H 0.1774
5 C -0.0594
6 H 0.1043
7 H 0.1407
8 H 0.4504